[1]
C38H54BBrClN7O6PReS3 | ωB97M-V with the def2-TZVPD basis set

Last column: Mulliken spin population.
Cartesian coordinates (Å):
Re 0.9578 -0.6429 -0.6766  0.853
C 4.9168 -0.2057 3.1101  0.000
N 3.6783 -0.9686 3.1600  0.002
C 3.1756 -1.5844 4.2928  -0.001
C 2.0142 -2.1685 3.9408  0.000
N 1.8161 -1.9320 2.5920  -0.007
B 0.6337 -2.4280 1.7528  0.010
N -0.6664 -1.7798 2.2085  -0.008
C -1.7085 -2.3734 2.9020  -0.001
C -2.5999 -1.4079 3.2056  0.001
N -2.1001 -0.2219 2.6999  0.002
C -2.7884 1.0613 2.7309  -0.001
C -0.9115 -0.4567 2.1119  -0.012
S 0.1205 0.7136 1.4056  0.068
C 2.8318 -1.1901 2.1354  0.014
S 3.1067 -0.6695 0.5201  -0.029
H 5.7456 -0.8309 3.4354  0.000
H 4.8364 0.6671 3.7552  0.000
H 5.0893 0.1207 2.0893  0.000
H 3.6894 -1.5397 5.2361  0.000
H 1.3145 -2.7343 4.5298  0.000
H 0.5597 -3.6174 1.6604  0.000
H 0.9124 -1.9870 0.5799  0.018
H -1.7178 -3.4286 3.1123  0.000
H -3.5509 -1.4483 3.7052  0.000
H -3.8595 0.8777 2.7111  -0.001
H -2.5039 1.6319 1.8499  0.001
H -2.5162 1.6216 3.6239  0.001
Cl 0.8191 3.5830 -6.8121  0.002
C 0.5987 2.6598 -5.3653  0.018
C -0.6967 2.4564 -4.8677  -0.011
C -0.9073 1.7316 -3.7189  0.015
C 0.1815 1.1832 -3.0265  0.000
O -0.0474 0.4906 -1.9310  0.105
C 1.4716 1.3979 -3.5258  0.014
C 2.5839 0.9317 -2.7716  -0.018
O 2.5128 0.2702 -1.7264  -0.003
C 1.6762 2.1387 -4.7028  -0.010
H -1.5357 2.8806 -5.4032  0.000
H -1.9069 1.5797 -3.3328  0.001
H 3.5922 1.1778 -3.1159  0.001
H 2.6815 2.3020 -5.0711  0.000
C 3.0328 6.1891 -0.4665  0.000
C 2.3903 5.0240 -1.2215  0.001
C 3.3155 4.5656 -2.3525  0.000
P 1.7497 3.5416 -0.2833  0.002
C 0.1334 4.1327 0.4351  0.003
C -0.9777 3.7431 -0.5458  0.008
C -0.0135 5.6006 0.8298  0.001
C 2.8447 3.2822 1.1989  -0.004
C 4.2818 3.0491 0.7297  0.000
C 2.7876 4.2730 2.3588  0.000
H 3.1663 7.0344 -1.1463  0.000
H 4.0225 5.9235 -0.0915  0.000
H 2.4369 6.5341 0.3734  0.000
H 1.4740 5.3980 -1.6968  0.000
H 4.2209 4.0938 -1.9639  0.000
H 3.6255 5.4180 -2.9616  0.000
H 2.8131 3.8512 -3.0036  0.000
H 0.0097 3.5156 1.3327  0.000
H -0.8641 4.2699 -1.4983  0.000
H -1.9607 4.0033 -0.1442  0.000
H -0.9557 2.6717 -0.7555  -0.004
H 0.0823 6.2562 -0.0380  0.000
H 0.7156 5.9161 1.5735  0.000
H -1.0087 5.7690 1.2492  0.000
H 2.4757 2.3172 1.5736  0.002
H 4.7256 3.9559 0.3179  0.000
H 4.3311 2.2674 -0.0321  0.000
H 4.9074 2.7427 1.5702  0.000
H 3.1398 5.2634 2.0735  0.000
H 3.4291 3.9236 3.1738  0.000
H 1.7783 4.3709 2.7589  0.000
C -5.8898 -5.9032 2.6588  0.000
C -5.4661 -4.4534 2.8447  0.000
S -5.3844 -3.5383 1.3262  0.000
O -4.8486 -2.2293 1.6247  0.000
O -6.6387 -3.6634 0.6386  0.000
C -4.1601 -4.4004 0.3470  0.000
C -3.9076 -3.6671 -0.9702  0.000
N -2.9891 -2.5339 -0.8312  -0.001
C -1.6445 -2.6331 -0.7355  -0.008
N -1.0987 -1.4207 -0.6052  -0.037
C -2.1340 -0.5173 -0.5789  -0.011
C -3.2900 -1.1894 -0.7255  -0.001
N -4.5938 -0.5879 -0.8304  0.000
O -4.7026 0.5172 -0.3410  0.000
O -5.4963 -1.2503 -1.2994  0.000
C -0.9402 -3.9401 -0.7231  -0.002
H -6.1113 -6.3452 3.6289  0.000
H -5.1042 -6.5010 2.1970  0.000
H -6.7883 -5.9650 2.0465  0.000
H -4.4973 -4.3411 3.3331  0.000
H -6.2036 -3.8867 3.4181  0.000
H -4.5746 -5.3854 0.1335  0.000
H -3.2528 -4.5087 0.9433  0.000
H -4.8368 -3.2947 -1.3911  0.000
H -3.4746 -4.3581 -1.6885  0.000
H -1.9854 0.5404 -0.4776  -0.002
H -1.3971 -4.6393 -1.4209  0.000
H -0.9739 -4.3817 0.2763  0.000
H 0.0994 -3.8084 -1.0011  0.000
Br 2.1322 -5.7686 -4.9770  0.001
C 1.8584 -4.3225 -3.7883  0.008
C 2.5976 -4.2430 -2.6196  -0.004
C 2.3890 -3.1794 -1.7500  0.015
C 1.4298 -2.1915 -2.0061  0.011
C 0.7144 -2.3030 -3.2055  -0.003
C 0.9235 -3.3492 -4.0958  -0.005
H 3.3329 -5.0027 -2.3904  0.000
H 2.9826 -3.1363 -0.8443  -0.003
H -0.0430 -1.5683 -3.4596  0.011
H 0.3594 -3.4084 -5.0173  0.001

ΔE to the lowest compared entry with this formula, charge and spin, kcal/mol: 13.40
HOMO (alpha / beta), eV: -9.83 / -9.72
Spin multiplicity: 2
Net charge: +1
Energy, eV: -190159.0907
Lowest unoccupied orbital energy (alpha / beta), eV: -3.03 / -3.10
Molar mass, g/mol: 1144.444

[2]
C38H54BF8NO4P3S2ScSi | ωB97M-V with the def2-TZVPD basis set

Last column: Löwdin charge in e.
Cartesian coordinates (Å):
Sc -0.5637 0.7888 -0.8412  0.714
C -1.3247 -3.6682 -1.2697  -0.100
C -2.3466 -2.7848 -1.9864  -0.511
C -1.9509 -2.6010 -3.4467  -0.104
P -2.5864 -1.1956 -1.0484  1.064
C -4.2151 -0.5477 -1.6899  -0.512
C -4.9953 0.2412 -0.6342  -0.093
C -4.0252 0.3340 -2.9225  -0.111
C -3.0307 -1.8470 0.5953  -0.385
C -4.2424 -2.5183 0.7743  -0.107
C -4.6198 -2.9677 2.0260  -0.075
C -3.7827 -2.7377 3.1105  -0.072
C -2.5654 -2.1028 2.9240  -0.090
C -2.1433 -1.6638 1.6624  -0.273
Si -0.4005 -0.9525 1.2774  0.657
C 0.0532 -0.0396 2.8954  -0.299
C 0.2477 -0.7410 4.0882  -0.112
C 0.2913 -0.0945 5.3136  -0.072
C 0.1197 1.2820 5.3660  -0.071
C -0.0032 2.0064 4.1908  -0.092
C 0.0118 1.3644 2.9503  -0.335
P 0.2990 2.2330 1.3628  1.082
C 1.9698 2.9872 1.6909  -0.499
C 2.6250 3.4368 0.3919  -0.129
C 1.9624 4.1632 2.6669  -0.098
C -0.8780 3.6261 1.0978  -0.358
C -3.3041 3.8194 -0.2429  0.007
C -1.5455 4.2754 2.3107  -0.103
C 0.7297 -2.5028 1.3218  -0.297
C 0.3187 -3.6954 1.9307  -0.103
C 1.1850 -4.7648 2.0933  -0.074
C 2.5018 -4.6628 1.6644  -0.076
C 2.9271 -3.5002 1.0452  -0.094
C 2.0499 -2.4299 0.8461  -0.370
P 2.5169 -0.8802 -0.0121  1.087
C 3.9995 -0.2326 0.9274  -0.531
C 3.7093 -0.3247 2.4281  -0.118
C 5.3957 -0.7660 0.6237  -0.114
C 3.0996 -1.4204 -1.6991  -0.526
C 1.8659 -1.7632 -2.5344  -0.131
C 4.0907 -2.5742 -1.8567  -0.109
H -1.1665 -4.5854 -1.8412  0.088
H -1.6468 -3.9429 -0.2664  0.070
H -0.3607 -3.1649 -1.1785  0.050
H -3.3223 -3.2834 -1.9441  0.108
H -0.9922 -2.0887 -3.5311  0.055
H -2.6882 -2.0435 -4.0192  0.059
H -1.8437 -3.5825 -3.9138  0.087
H -4.8027 -1.4292 -1.9724  0.105
H -4.4121 1.0814 -0.2630  0.061
H -5.2873 -0.3655 0.2200  0.063
H -5.9021 0.6432 -1.0919  0.087
H -3.5382 1.2734 -2.6539  0.065
H -5.0021 0.5837 -3.3417  0.091
H -3.4337 -0.1296 -3.7081  0.045
H -4.9091 -2.6734 -0.0665  0.105
H -5.5656 -3.4766 2.1599  0.104
H -4.0774 -3.0590 4.1017  0.104
H -1.9306 -1.9477 3.7860  0.088
H 0.3633 -1.8195 4.0563  0.101
H 0.4390 -0.6609 6.2245  0.104
H 0.1079 1.7955 6.3188  0.104
H -0.1062 3.0784 4.2526  0.078
H 2.5425 2.1597 2.1208  0.088
H 2.0372 4.2266 -0.0783  0.071
H 2.7291 2.6217 -0.3187  0.038
H 3.6143 3.8516 0.5999  0.091
H 1.3674 4.9852 2.2635  0.077
H 2.9814 4.5342 2.7980  0.082
H 1.5807 3.9054 3.6513  0.053
H -0.2883 4.3771 0.5534  0.113
H -3.9424 3.8122 0.6442  0.072
H -3.8637 3.3626 -1.0627  0.058
H -3.1307 4.8654 -0.5094  0.074
H -2.1553 3.5496 2.8529  0.088
H -2.2096 5.0771 1.9838  0.078
H -0.8337 4.7068 3.0149  0.057
H -0.6990 -3.7936 2.2890  0.092
H 0.8361 -5.6747 2.5660  0.103
H 3.1915 -5.4844 1.8102  0.103
H 3.9535 -3.4213 0.7158  0.086
H 4.0012 0.8271 0.6549  0.080
H 3.8357 -1.3501 2.7811  0.080
H 2.6898 -0.0233 2.6780  0.046
H 4.4016 0.3118 2.9841  0.084
H 5.4975 -1.8194 0.8893  0.066
H 6.1257 -0.2116 1.2191  0.081
H 5.6656 -0.6451 -0.4247  0.068
H 3.5478 -0.5102 -2.1134  0.091
H 1.4349 -2.7104 -2.2019  0.072
H 2.1386 -1.8711 -3.5857  0.088
H 1.0887 -1.0025 -2.4767  0.026
H 3.6294 -3.5188 -1.5671  0.071
H 5.0059 -2.4510 -1.2862  0.048
H 4.3665 -2.6604 -2.9110  0.084
F 0.5381 -0.5888 -5.3459  0.146
C -0.4761 0.2301 -5.6109  -0.676
F -1.5737 -0.4932 -5.8088  0.150
F -0.2057 0.9120 -6.7119  0.166
S -0.7421 1.3855 -4.2007  0.626
O -0.8346 0.4799 -3.0521  -0.411
O -1.8904 2.1465 -4.5464  -0.217
N 0.5609 2.2296 -4.1889  -0.259
S 1.7494 2.0242 -3.1934  0.642
O 2.8812 1.3372 -3.7245  -0.233
O 1.3159 1.6181 -1.8590  -0.403
C 2.2743 3.7868 -3.0509  -0.689
F 2.4646 4.2932 -4.2562  0.166
F 3.4146 3.8543 -2.3724  0.149
F 1.3478 4.4997 -2.4243  0.154
F -1.2034 2.8136 -1.2729  -0.047
B -1.9428 3.0652 0.0202  -0.861
F -2.1873 1.5985 0.3448  -0.104

ΔE to the lowest compared entry with this formula, charge and spin, kcal/mol: 10.11
HOMO, eV: -7.19
Spin multiplicity: 1
Energy, eV: -150501.4594
Lowest unoccupied orbital energy, eV: 0.44
Molar mass, g/mol: 981.747

Q: Which of these has the lowest energy?
A: C38H54BBrClN7O6PReS3

Q: What is the molar mass in the second record?
A: 981.747 g/mol

Q: spin multiplicity of number 2 (C38H54BF8NO4P3S2ScSi)?
A: 1

Q: Which of these has the lowest ΔE to the lowest compared entry with this formula, charge and spin?
A: C38H54BF8NO4P3S2ScSi